No. 1
Entry from the Open Molecules 2025 dataset: a structure of composition C35H28Br2F4N5O3SY in a non-equilibrium geometry (wB97M-V/def2-TZVPD).

* relative energy (zero: lowest compared OMol25 entry of this formula, charge and spin): 4.4 kcal/mol
* highest occupied orbital energy: -7.570 eV
* E: -213181.1180 eV

Structure (XYZ):
```
79
Properties=species:S:1:pos:R:3:forces:R:3
Y 0.191856 0.700090 0.130027 0.165 0.800 0.745
C -0.692412 -1.042914 3.191325 0.028 -0.045 -0.001
N -0.833521 0.303597 2.621384 -0.056 0.066 -0.088
C -2.205320 0.748416 2.881725 -0.001 0.020 -0.064
C 0.120925 1.208369 3.284814 0.062 0.161 -0.150
C 0.053049 2.638813 2.760689 -0.078 0.004 -0.115
N 0.068964 2.675185 1.299483 -0.282 0.395 0.315
C -0.103075 3.873067 0.704161 -0.019 0.241 -0.081
C -0.130893 3.926169 -0.710099 0.019 -0.015 0.067
F 0.100852 2.744787 -1.379014 0.014 -0.212 0.135
C -0.360679 5.053228 -1.456744 0.033 0.035 -0.031
F -0.377531 4.957362 -2.792823 0.006 -0.046 0.004
C -0.567011 6.276433 -0.850181 -0.029 0.051 0.063
C -0.509126 6.286998 0.529999 0.025 -0.022 -0.131
F -0.679772 7.449725 1.175549 0.005 -0.007 0.039
C -0.275165 5.155792 1.288169 -0.013 -0.042 -0.024
F -0.200615 5.336649 2.626913 -0.023 -0.066 0.008
H -0.939051 -1.033705 4.261536 -0.035 0.009 -0.008
H 0.320349 -1.407648 3.057170 0.000 0.023 -0.028
H -1.374261 -1.726078 2.682996 -0.007 0.000 0.001
H -2.415768 0.758516 3.959843 0.009 -0.018 0.007
H -2.905216 0.068980 2.395327 -0.008 0.009 0.000
H -2.367495 1.747402 2.490370 0.009 -0.010 0.013
H 1.124650 0.804054 3.131565 -0.029 -0.073 -0.025
H -0.070848 1.232018 4.367294 0.043 -0.058 0.018
H 0.904068 3.178828 3.186317 -0.019 0.010 0.075
H -0.851291 3.120922 3.145657 0.053 0.002 0.095
H -0.755295 7.174944 -1.416599 0.007 -0.012 -0.014
Br 2.370155 -3.600192 1.868572 0.100 -0.058 0.023
C 3.291854 -2.092192 1.197227 -0.372 0.201 0.105
C 4.674213 -2.173216 1.002131 0.152 0.124 -0.056
C 5.367361 -1.077164 0.577539 0.142 -0.172 0.052
Br 7.245273 -1.220807 0.332609 -0.055 0.006 -0.001
C 4.708141 0.147923 0.338513 -0.155 0.251 0.022
C 5.343386 1.336637 -0.081369 -0.064 0.093 -0.020
C 4.604317 2.467257 -0.292159 0.097 -0.025 0.002
C 3.215880 2.422752 -0.103569 -0.122 0.048 0.030
N 2.586118 1.338678 0.283005 0.157 -0.246 -0.117
C 3.306653 0.210344 0.527280 0.162 -0.315 -0.020
C 2.554718 -0.940198 0.957209 0.381 -0.410 0.112
O 1.262763 -0.874576 1.111563 0.540 -0.113 0.231
H 5.188978 -3.104503 1.190198 -0.019 -0.009 0.022
H 6.413765 1.347214 -0.233525 0.005 -0.042 0.001
H 5.070502 3.387418 -0.614559 -0.005 0.003 0.009
H 2.610152 3.305927 -0.277595 -0.030 -0.023 -0.003
C 0.237228 -7.209372 -1.134925 -0.016 0.070 -0.017
C 0.344786 -5.733461 -1.405285 -0.003 -0.010 0.040
C -0.100257 -4.808617 -0.465925 0.013 -0.013 -0.067
C -0.026036 -3.448432 -0.714348 0.042 0.005 -0.015
C 0.496936 -3.006290 -1.919947 -0.074 0.179 0.088
C 0.944187 -3.909282 -2.873349 0.058 0.065 -0.068
C 0.873438 -5.265352 -2.606412 -0.002 0.001 -0.011
S 0.523445 -1.269288 -2.285372 -0.346 0.168 -0.009
O 0.384926 -1.137835 -3.707634 -0.006 -0.117 -0.025
O 1.689298 -0.639808 -1.673094 -0.194 0.100 0.047
N -0.677548 -0.608246 -1.444172 -0.225 -0.739 -1.016
C -2.006776 -0.731429 -1.817807 -0.237 -0.138 -0.184
C -2.535535 -1.654555 -2.696027 0.186 0.141 0.187
C -3.911839 -1.668252 -2.983339 -0.163 0.035 -0.014
C -4.766957 -0.755742 -2.433274 0.010 -0.097 -0.068
C -4.259108 0.228944 -1.557687 0.142 0.086 0.098
C -5.051612 1.266041 -1.019553 0.066 -0.012 0.012
C -4.472159 2.224260 -0.237378 -0.133 0.002 -0.036
C -3.102283 2.126023 0.052568 0.143 0.014 0.031
N -2.333807 1.156732 -0.388694 0.072 -0.040 -0.115
C -2.885347 0.227765 -1.225810 -0.106 -0.055 -0.101
H 0.232680 -7.407291 -0.063863 0.001 -0.035 -0.003
H 1.065536 -7.754244 -1.586252 0.001 -0.012 0.003
H -0.690399 -7.605804 -1.553474 0.009 -0.024 0.008
H -0.499706 -5.157797 0.478758 0.001 0.007 0.002
H -0.351773 -2.731092 0.025962 -0.013 -0.020 0.022
H 1.335350 -3.540997 -3.812786 -0.020 -0.029 -0.006
H 1.226507 -5.973287 -3.346630 0.009 -0.003 0.004
H -1.878052 -2.358269 -3.185657 -0.043 -0.051 -0.013
H -4.292932 -2.413746 -3.669531 0.016 0.000 -0.002
H -5.822404 -0.758849 -2.673243 0.002 0.002 -0.003
H -6.107645 1.297679 -1.259287 -0.006 0.024 0.014
H -5.042154 3.052251 0.160230 0.002 -0.007 0.009
H -2.624586 2.876343 0.673319 0.022 -0.013 -0.008
```
Positions in Å, forces in eV/Å.

No. 2
Entry from the Open Molecules 2025 dataset: a structure of composition C35H28BrN5O4Pb (wB97M-V/def2-TZVPD).

* total charge: +2
* relative energy (zero: lowest compared OMol25 entry of this formula, charge and spin): 0.7 kcal/mol
* highest occupied orbital energy: -12.534 eV
* E: -127667.2398 eV

Structure (XYZ):
```
74
Properties=species:S:1:pos:R:3:forces:R:3
Pb -0.303515 -0.772663 -0.356792 -0.111 0.144 -0.002
C 0.994961 1.382341 2.395659 0.052 0.002 0.017
O 0.678857 1.763994 1.048750 0.012 -0.044 -0.014
C -0.126471 2.837864 0.885737 0.008 0.033 -0.079
C -0.941026 3.386555 1.866423 -0.016 -0.030 0.000
C -1.775218 4.449289 1.550250 -0.006 0.032 -0.021
C -1.817631 4.986176 0.268789 -0.032 0.014 0.034
C -0.989101 4.472661 -0.711037 0.047 -0.017 -0.013
C -0.151437 3.415598 -0.387964 -0.010 -0.057 0.093
N 0.737595 2.908155 -1.380344 0.039 0.004 -0.025
N 0.470687 2.573396 -2.575135 -0.017 0.041 -0.039
C 1.643355 2.350045 -3.196838 0.004 -0.056 0.005
C 2.657201 2.567356 -2.265964 -0.001 0.040 -0.004
O 2.083587 2.945024 -1.116764 -0.022 0.005 0.028
C 4.022378 2.410861 -2.529638 -0.018 0.004 -0.006
C 4.302329 2.031175 -3.810954 -0.001 0.011 -0.014
C 3.307428 1.794874 -4.821325 0.016 -0.007 0.017
C 3.687920 1.407889 -6.118796 -0.007 0.011 -0.012
C 2.734595 1.185475 -7.082030 0.010 0.011 0.000
C 1.373756 1.341067 -6.784016 -0.007 0.000 0.009
C 0.967505 1.718071 -5.524300 0.005 0.006 -0.018
C 1.930279 1.947368 -4.538129 -0.014 -0.020 0.009
H 1.360976 2.245168 2.951747 0.009 -0.011 0.012
H 1.778179 0.633051 2.314187 -0.044 0.025 0.003
H 0.118928 0.958317 2.887637 0.002 -0.001 0.015
H -0.942344 2.978452 2.866663 0.001 0.009 -0.008
H -2.405789 4.865013 2.324733 -0.003 0.007 0.000
H -2.469609 5.817270 0.042444 -0.009 -0.002 0.003
H -0.969061 4.888648 -1.709622 0.001 -0.006 -0.002
H 4.780743 2.592743 -1.783764 0.003 0.000 -0.004
H 5.338404 1.903400 -4.100458 0.000 -0.010 0.003
H 4.739067 1.293371 -6.350176 0.000 -0.004 0.000
H 3.033270 0.893882 -8.079410 -0.001 -0.004 0.002
H 0.635476 1.167090 -7.555038 0.004 -0.001 -0.001
H -0.082427 1.846429 -5.296541 0.004 -0.003 0.003
Br 4.758561 -3.747033 4.812426 -0.002 0.000 0.000
C 3.783810 -2.996287 3.385891 -0.018 0.005 0.010
C 4.438107 -2.674179 2.187189 0.007 0.002 0.005
C 3.747900 -2.119190 1.139236 0.006 0.022 -0.005
C 2.365522 -1.856180 1.225600 0.015 -0.041 0.024
O 1.758691 -1.296392 0.211258 0.001 -0.098 -0.006
C 1.704621 -2.204551 2.431709 -0.050 0.024 -0.036
C 0.302045 -2.047261 2.661962 0.003 0.029 0.016
N -0.616581 -1.621955 1.851684 -0.035 -0.070 -0.040
C -1.969838 -1.686343 2.285094 0.019 0.003 -0.011
C -2.466279 -2.684330 3.084608 0.064 0.003 -0.028
C -3.814032 -2.681957 3.503699 -0.012 0.025 -0.003
C -4.662666 -1.691651 3.105730 0.002 -0.011 0.002
C -4.199266 -0.672948 2.238997 -0.028 -0.002 -0.002
C -5.033998 0.362380 1.758985 0.009 0.009 -0.004
C -4.532582 1.291327 0.893074 0.015 -0.010 0.006
C -3.190012 1.178092 0.491822 0.009 0.043 -0.005
N -2.378643 0.244605 0.932119 0.041 -0.010 0.009
C -2.857067 -0.678997 1.809547 -0.007 0.008 0.014
C 2.443486 -2.763627 3.503234 0.027 -0.008 0.003
H 5.499077 -2.865334 2.094635 0.000 -0.004 0.002
H 4.253817 -1.867937 0.216657 -0.008 0.004 -0.002
H -0.013614 -2.328792 3.667932 -0.047 -0.032 0.008
H -1.825420 -3.500612 3.392370 0.027 0.002 0.021
H -4.167269 -3.476233 4.146831 0.008 -0.007 -0.001
H -5.695205 -1.680448 3.429621 0.000 0.002 0.001
H -6.067684 0.401255 2.079565 0.000 -0.006 0.001
H -5.145013 2.091060 0.502198 0.000 0.003 0.000
H -2.775376 1.889308 -0.217520 -0.012 -0.024 -0.007
H 1.930328 -3.013893 4.423897 -0.002 -0.002 -0.001
C -2.847900 -4.714895 -0.218482 -0.004 0.012 -0.009
C -1.534956 -3.997755 -0.237592 0.115 0.000 0.078
N -0.480093 -4.601084 0.315147 -0.051 -0.006 -0.044
O -1.446666 -2.857231 -0.729037 0.010 0.007 0.029
H -2.748666 -5.776768 -0.006744 0.005 -0.003 0.004
H -3.339925 -4.571761 -1.177449 -0.011 -0.005 -0.005
H -3.470818 -4.254692 0.551534 -0.002 0.002 -0.019
H -0.538446 -5.549884 0.644029 0.004 -0.001 -0.002
H 0.428228 -4.163231 0.280538 0.003 0.011 0.009
```
Positions in Å, forces in eV/Å.

No. 3
Entry from the Open Molecules 2025 dataset: a structure of composition C35H28BrN5O4Pb in a non-equilibrium geometry (wB97M-V/def2-TZVPD).

* total charge: +2
* relative energy (zero: lowest compared OMol25 entry of this formula, charge and spin): 27.2 kcal/mol
* highest occupied orbital energy: -12.553 eV
* E: -127666.0886 eV

Structure (XYZ):
```
74
Properties=species:S:1:pos:R:3:forces:R:3
Pb 0.328064 -0.909232 -1.265715 -0.246 0.293 -0.402
C 2.539764 3.146568 0.776585 0.337 0.159 0.073
O 1.269664 2.563868 0.528585 -0.206 -0.105 -0.156
C 0.431864 3.181868 -0.322415 -0.432 0.176 -0.092
C 0.789264 4.210768 -1.195715 0.010 -0.140 0.219
C -0.147836 4.795468 -2.025515 -0.143 -0.083 0.152
C -1.476236 4.378368 -2.019915 0.232 0.004 -0.006
C -1.858536 3.363368 -1.177115 0.167 -0.211 0.109
C -0.918836 2.768068 -0.324415 1.095 1.243 -1.042
N -1.384636 1.797368 0.537085 -0.800 -1.035 0.922
N -2.610436 1.567568 0.760985 -0.203 0.291 -0.028
C -2.694236 0.572468 1.644685 1.250 -0.480 0.489
C -1.371536 0.181268 1.960885 -1.774 0.328 -0.142
O -0.542836 0.959968 1.246285 0.096 0.054 -0.127
C -1.093036 -0.864732 2.834585 0.309 -0.153 0.229
C -2.176436 -1.534632 3.342585 0.424 0.286 -0.206
C -3.519436 -1.195632 3.031785 -0.507 0.270 -0.255
C -4.594836 -1.948632 3.541085 -0.137 0.065 0.053
C -5.894136 -1.584732 3.283885 0.153 -0.099 0.057
C -6.173136 -0.450632 2.515685 0.192 0.129 -0.199
C -5.150436 0.288468 1.965985 -0.015 -0.059 0.025
C -3.821736 -0.082832 2.198785 -0.144 -0.317 0.215
H 2.436764 4.159568 1.168785 -0.036 -0.013 -0.009
H 3.160764 3.163968 -0.119815 -0.045 -0.005 -0.041
H 3.004464 2.511168 1.525085 0.023 0.036 0.028
H 1.808664 4.558068 -1.236115 0.137 -0.012 0.056
H 0.165664 5.588268 -2.685215 0.033 0.094 -0.092
H -2.194836 4.839268 -2.676815 -0.105 0.031 -0.044
H -2.874536 3.005268 -1.159515 -0.094 0.029 -0.006
H -0.081536 -1.129132 3.081785 0.203 -0.112 0.102
H -2.019336 -2.362232 4.019285 0.101 -0.065 0.073
H -4.389936 -2.816132 4.148785 0.053 -0.096 0.140
H -6.712836 -2.164132 3.680585 -0.034 -0.085 0.084
H -7.198036 -0.165032 2.341685 -0.108 0.063 -0.019
H -5.355836 1.160268 1.366485 -0.072 0.104 -0.108
Br 4.942964 4.518368 -4.493815 -0.270 -0.220 0.139
C 3.585364 3.333868 -3.880015 0.443 0.103 0.197
C 2.313564 3.376268 -4.479215 0.036 -0.196 0.140
C 1.331964 2.534668 -4.037715 0.013 -0.168 0.033
C 1.551964 1.615268 -2.980415 0.618 0.262 -0.095
O 0.575964 0.880468 -2.574815 -0.253 -0.318 0.086
C 2.863964 1.538368 -2.409315 -0.562 0.214 -0.297
C 3.285264 0.584468 -1.452015 -0.042 -0.170 0.040
N 2.602764 -0.352732 -0.840715 -0.337 0.269 -0.376
C 3.289764 -1.231132 0.014885 0.717 -0.250 0.606
C 4.486064 -0.930732 0.641985 -0.468 0.058 -0.282
C 5.201864 -1.883432 1.378085 0.038 -0.327 0.065
C 4.710564 -3.147732 1.542485 0.035 0.185 0.006
C 3.431264 -3.466632 1.043185 -0.088 0.257 -0.185
C 2.810564 -4.704232 1.303785 -0.285 0.063 -0.175
C 1.529864 -4.929532 0.866285 0.283 -0.049 0.090
C 0.899664 -3.930032 0.121585 0.007 0.061 -0.052
N 1.468864 -2.780832 -0.178815 0.047 -0.194 0.018
C 2.711464 -2.507632 0.277685 0.540 -0.186 0.346
C 3.853964 2.437968 -2.878515 0.055 0.341 -0.370
H 2.120464 4.066568 -5.287615 0.020 0.036 -0.043
H 0.352964 2.531868 -4.494015 -0.084 0.049 0.012
H 4.356964 0.634168 -1.256615 -0.037 -0.066 0.052
H 4.895864 0.063668 0.572285 0.081 0.121 -0.059
H 6.156664 -1.610532 1.802785 0.030 0.019 0.027
H 5.268964 -3.901332 2.073885 0.067 -0.063 0.132
H 3.350364 -5.457932 1.856385 0.040 -0.076 0.106
H 1.016664 -5.854132 1.080285 -0.026 -0.053 -0.044
H -0.106036 -4.076732 -0.245315 -0.166 -0.017 -0.057
H 4.843764 2.417068 -2.442615 0.076 -0.067 0.004
C -3.517336 -2.415032 -1.652415 0.002 0.120 -0.060
C -2.841536 -2.535932 -0.317915 -0.129 0.045 -0.010
N -3.257836 -3.545532 0.451685 -0.018 -0.365 0.245
O -1.947636 -1.773632 0.061485 -0.030 -0.062 -0.155
H -4.520736 -2.834032 -1.626515 -0.023 0.026 -0.089
H -2.937336 -2.962632 -2.396815 0.014 -0.030 -0.024
H -3.558736 -1.371432 -1.958515 -0.012 -0.028 0.044
H -3.969136 -4.187932 0.146885 -0.024 0.041 0.013
H -2.833736 -3.695132 1.354385 -0.021 0.050 -0.082
```
Positions in Å, forces in eV/Å.

Question: Which formula does entry 1 have?
Answer: C35H28Br2F4N5O3SY

Question: Which of these has the lowest E?
Answer: C35H28Br2F4N5O3SY